Density functional theory data (wB97M-V/def2-TZVPD) for a structure of composition C49H66Cl3CrGe2P2Si.

The geometry in XYZ format:
```
124
Properties=species:S:1:pos:R:3:forces:R:3
Cr -0.78700 -0.41319 0.06844 1.0 0.7 0.9
C -3.96046 -2.29702 0.41544 0.8 0.6 -0.2
Si -3.07822 -1.12115 -0.80487 -2.2 -0.7 -1.0
C -2.73790 -1.85468 -2.52480 0.6 0.2 0.7
C -3.81416 -2.25235 -3.31497 -0.1 -0.1 0.2
C -3.62612 -2.61064 -4.63680 0.0 0.0 0.0
C -2.34833 -2.59611 -5.17709 0.1 0.0 0.0
C -1.26382 -2.26192 -4.38565 0.0 0.1 0.0
C -1.44722 -1.88074 -3.05837 -0.2 0.2 0.2
P -0.01394 -1.70446 -1.91496 -0.1 -0.9 -2.0
C 1.19405 -0.76962 -2.98322 -0.1 0.0 0.5
C 0.50746 0.49976 -3.51752 0.0 0.1 0.0
C 1.54509 1.56783 -3.89306 0.0 -0.1 -0.2
C 2.82516 0.90868 -4.39907 0.0 0.2 0.1
C 3.51022 0.16212 -3.24775 -0.1 0.0 -0.1
C 2.48312 -0.40068 -2.25466 0.1 -0.1 0.0
C 0.37200 -3.57118 -1.92386 -0.2 -0.2 0.3
C 0.34707 -4.23089 -0.52883 0.1 0.0 0.2
C 1.69853 -4.62488 0.07472 0.0 -0.1 -0.1
C 2.60869 -5.27742 -0.95451 0.1 0.3 0.1
C 2.84462 -4.29050 -2.08759 -0.1 -0.2 -0.1
C 1.53274 -4.03770 -2.81748 0.1 0.3 -0.1
C -3.86694 0.58483 -1.14309 0.8 -0.3 0.6
C -4.88351 0.68239 -2.08744 0.0 -0.2 0.0
C -5.47021 1.90092 -2.37469 0.0 0.0 0.1
C -5.02707 3.04080 -1.72463 0.0 0.0 0.0
C -3.99998 2.96112 -0.79715 0.1 0.1 0.0
C -3.41435 1.73623 -0.48763 0.2 -0.3 -0.1
P -2.14339 1.52026 0.82672 -1.2 1.4 -0.1
C -3.30723 1.72689 2.30194 0.3 -0.6 0.1
C -2.83581 1.14235 3.64447 0.4 -0.2 0.2
C -2.35536 2.20623 4.62597 0.0 0.0 0.1
C -3.49470 3.16982 4.98903 0.0 0.0 0.0
C -4.48852 3.32013 3.83021 0.1 0.1 0.0
C -3.78295 3.17604 2.48256 -0.2 0.0 -0.2
C -1.12374 3.05545 0.60133 0.2 -0.6 0.0
C -0.10327 3.32188 1.70138 -0.1 0.2 0.1
C 0.64189 4.62396 1.40377 0.2 -0.2 -0.1
C 1.32743 4.59570 0.03976 -0.2 0.2 0.0
C 0.34103 4.22532 -1.06403 0.3 -0.2 0.1
C -0.39250 2.92472 -0.73633 -0.3 0.2 -0.3
H -4.95368 -2.55578 0.05917 -0.2 0.1 -0.3
H -4.06047 -1.85074 1.40084 0.0 0.1 0.1
H -3.39418 -3.21835 0.53147 0.1 -0.1 -0.1
H -4.80094 -2.28982 -2.88015 -0.2 -0.1 -0.1
H -4.47069 -2.90361 -5.24067 -0.1 0.0 -0.1
H -2.19291 -2.87050 -6.20887 0.0 0.0 -0.1
H -0.26762 -2.30922 -4.80123 0.1 0.0 -0.1
H 1.46318 -1.40805 -3.82890 -0.2 -0.1 0.1
H -0.19296 0.89261 -2.76012 0.0 0.0 -0.2
H -0.08355 0.24952 -4.40066 -0.1 0.0 0.1
H 1.79783 2.17376 -3.02236 0.0 0.1 0.1
H 1.13279 2.22775 -4.65701 -0.1 0.1 0.1
H 3.49874 1.66321 -4.80417 0.0 -0.1 -0.1
H 2.58507 0.22329 -5.21316 0.0 0.0 -0.1
H 4.17707 0.84080 -2.71490 0.1 0.0 0.0
H 4.12239 -0.64863 -3.64511 0.0 0.0 0.0
H 2.25975 0.34394 -1.47965 0.0 -0.1 0.0
H 2.91013 -1.27125 -1.75465 0.0 0.1 0.1
H -0.54395 -3.92345 -2.42058 0.2 0.3 0.2
H -0.24341 -5.14563 -0.61991 -0.1 0.0 0.0
H -0.19160 -3.57595 0.17009 0.0 -0.2 0.0
H 1.51853 -5.31222 0.90358 0.0 0.1 0.1
H 2.20793 -3.74636 0.47922 0.0 -0.1 0.1
H 2.14493 -6.18329 -1.34749 0.0 -0.1 0.0
H 3.55405 -5.56012 -0.49283 0.0 -0.1 0.0
H 3.56851 -4.68757 -2.80016 0.0 0.1 0.0
H 3.24659 -3.36172 -1.67808 0.1 0.1 0.0
H 1.22304 -4.98342 -3.26961 -0.1 0.0 0.0
H 1.69224 -3.34412 -3.64397 -0.1 -0.1 -0.1
H -5.21176 -0.20640 -2.59847 -0.2 0.0 -0.2
H -6.26346 1.95575 -3.10303 -0.1 0.0 -0.1
H -5.48317 3.99577 -1.93537 0.0 0.1 -0.1
H -3.65613 3.87003 -0.32877 0.0 0.1 0.0
H -4.16644 1.12537 1.96629 0.2 0.1 0.0
H -2.05097 0.39557 3.49488 -0.2 0.0 0.0
H -3.68268 0.63222 4.10644 0.0 -0.1 0.0
H -1.51640 2.76070 4.19767 0.0 0.0 0.0
H -1.97671 1.71725 5.52818 0.0 0.0 -0.1
H -3.07781 4.14570 5.24481 0.0 0.0 0.1
H -4.02086 2.80418 5.87108 0.0 0.0 0.0
H -4.95909 4.30226 3.87324 -0.1 -0.1 0.0
H -5.28298 2.57629 3.90355 -0.1 0.0 0.0
H -2.94603 3.87436 2.46744 0.1 0.1 -0.1
H -4.47459 3.44170 1.68296 0.1 0.1 0.0
H -1.81766 3.90164 0.54599 0.0 -0.1 0.0
H 0.60120 2.48240 1.76875 0.0 0.0 0.0
H -0.59410 3.41552 2.66943 0.0 -0.1 0.0
H 1.37689 4.80432 2.18878 0.0 0.1 0.0
H -0.07227 5.45039 1.42433 0.0 0.1 0.1
H 2.15073 3.88087 0.04480 0.1 0.0 0.0
H 1.75197 5.57806 -0.16797 0.1 0.0 0.0
H 0.86585 4.12549 -2.01527 -0.1 0.0 0.0
H -0.39331 5.02446 -1.17526 -0.1 0.0 -0.1
H 0.33759 2.09264 -0.66269 0.0 0.0 -0.1
H -1.10435 2.69672 -1.53924 0.1 -0.1 0.0
Ge 1.75067 -0.72369 1.36670 2.4 -1.2 0.0
C 2.15649 -1.97855 2.87951 -0.5 0.8 -0.3
C 3.26690 -1.74765 3.68689 0.3 0.2 -0.1
C 3.57051 -2.61217 4.72449 0.1 0.1 0.0
C 2.75656 -3.69907 4.99095 0.0 0.1 0.0
C 1.66043 -3.94618 4.18352 -0.2 0.0 -0.2
C 1.36083 -3.08959 3.14088 -0.3 -0.3 -0.1
C 3.47650 0.27591 0.99936 -1.1 0.0 0.3
C 3.59253 1.65049 0.95056 -0.1 0.2 0.0
C 4.80877 2.24330 0.64884 -0.1 0.0 0.0
C 5.92081 1.45154 0.42904 0.1 0.1 0.0
C 5.81398 0.07359 0.50294 0.1 -0.1 0.0
C 4.59028 -0.51707 0.77552 -0.1 -0.3 0.0
H 1.83202 -1.78985 0.18699 -0.6 0.4 0.1
H 3.90986 -0.89878 3.49466 0.0 0.1 0.1
H 4.43473 -2.42239 5.34041 0.1 0.0 0.1
H 2.96494 -4.34406 5.82915 0.1 -0.1 0.1
H 1.02551 -4.79738 4.37029 -0.1 -0.1 0.0
H 0.49784 -3.29871 2.52543 0.0 -0.1 0.0
H 2.73831 2.27089 1.17266 -0.1 0.1 0.0
H 4.89014 3.31860 0.60336 0.0 0.1 0.0
H 6.87242 1.91035 0.20840 0.1 0.0 0.0
H 6.68786 -0.54480 0.35849 0.0 -0.1 0.0
H 4.51032 -1.59486 0.82902 0.1 -0.1 0.0
Cl 2.46776 1.61863 4.31084 0.2 0.2 0.1
Ge 0.72766 0.33725 4.12988 0.0 -0.1 -0.1
Cl 0.83678 -0.81080 5.94086 -0.2 0.0 0.2
Cl -1.17406 -1.50157 1.94202 -0.3 -0.2 -0.2
```
Positions in Å, forces in eV/Å.

orbital gap (alpha / beta): 5.8 / 5.0 eV
net charge: +2
highest occupied orbital energy (alpha / beta): -13.22 / -13.50 eV
multiplicity: 6
strongest force on any atom: 2.67 eV/A
<S²>: 8.82